Density functional theory data (ωB97M-V/def2-TZVPD) for a molecular structure, C30H42F5N3OS2Si2TeTi.

Geometry as XYZ:
```
87
Properties=species:S:1:pos:R:3:mulliken_charge:R:1
Ti 0.240 0.337 -1.270 2.05
S 0.907 -1.747 -0.249 -0.56
C -0.329 -1.980 0.934 0.54
N -0.685 -3.230 1.303 0.21
C -1.613 -3.414 2.404 -0.94
C -2.668 -2.336 2.374 -0.66
N -2.032 -1.029 2.348 0.08
C -2.887 0.080 2.756 -1.65
C -4.109 0.235 1.873 0.93
C -3.987 0.171 0.484 0.17
C -5.103 0.331 -0.322 -0.89
C -6.350 0.558 0.247 -0.50
C -6.478 0.616 1.625 -0.59
C -5.360 0.449 2.434 -0.62
C -0.968 -0.854 1.513 -0.38
S -0.432 0.744 1.112 -0.37
C -0.330 -4.429 0.546 -1.72
C -1.467 -4.846 -0.359 0.73
C -2.120 -6.056 -0.169 -0.32
C -3.186 -6.417 -0.986 -0.63
C -3.602 -5.563 -1.995 -0.41
C -2.950 -4.351 -2.190 -0.92
C -1.888 -3.990 -1.377 0.03
H -1.072 -3.404 3.356 0.33
H -2.090 -4.387 2.286 0.45
H -3.294 -2.394 3.265 0.48
H -3.311 -2.467 1.496 0.39
H -2.290 0.989 2.734 0.34
H -3.192 -0.091 3.791 0.49
H -3.022 -0.019 0.029 0.37
H -4.996 0.271 -1.398 0.51
H -7.221 0.681 -0.384 0.40
H -7.448 0.782 2.075 0.39
H -5.464 0.486 3.513 0.39
H -0.101 -5.221 1.261 0.49
H 0.570 -4.225 -0.027 0.50
H -1.792 -6.726 0.618 0.37
H -3.688 -7.363 -0.831 0.37
H -4.430 -5.842 -2.633 0.38
H -3.263 -3.685 -2.984 0.47
H -1.380 -3.047 -1.542 0.49
C 1.919 3.602 1.721 -0.81
Si 3.195 2.232 1.885 0.28
C 4.795 3.083 2.381 -1.15
C 2.670 1.078 3.265 -0.72
C 3.416 1.198 0.348 -0.09
Si 4.654 1.158 -1.058 0.43
C 4.847 -0.616 -1.616 -0.91
C 6.331 1.752 -0.444 -1.16
C 4.243 2.255 -2.536 -0.90
H 1.825 4.088 2.696 0.42
H 0.929 3.241 1.436 0.18
H 2.230 4.364 1.003 0.22
H 4.637 3.598 3.332 0.33
H 5.108 3.828 1.647 0.29
H 5.618 2.380 2.512 0.31
H 2.566 1.621 4.207 0.32
H 3.412 0.290 3.411 0.29
H 1.714 0.603 3.032 -0.02
H 2.974 0.206 0.486 0.23
H 5.119 -1.252 -0.769 0.30
H 5.641 -0.694 -2.363 0.33
H 3.930 -1.011 -2.057 0.12
H 6.695 1.160 0.398 0.29
H 6.322 2.800 -0.139 0.31
H 7.055 1.647 -1.258 0.32
H 3.183 2.303 -2.778 0.13
H 4.753 1.846 -3.412 0.37
H 4.613 3.273 -2.388 0.32
F -0.200 1.102 -3.380 -0.58
Te 1.382 0.031 -4.247 1.30
F -1.365 -0.323 -1.687 -0.56
F 0.321 -0.177 -5.837 -0.48
F 0.296 -1.398 -3.725 -0.39
F 2.626 -1.406 -4.526 -0.50
O 1.715 0.081 -2.194 -0.14
C -0.632 5.182 -1.544 -0.37
C 0.678 4.733 -1.554 -0.95
C 0.920 3.389 -1.345 -0.77
N -0.066 2.515 -1.130 1.00
C -1.332 2.946 -1.117 -0.40
C -1.654 4.274 -1.319 -0.89
H -0.854 6.228 -1.707 0.41
H 1.508 5.405 -1.720 0.55
H 1.926 2.989 -1.328 0.62
H -2.093 2.196 -0.939 0.42
H -2.690 4.579 -1.302 0.48
```

Calculated values
E_HOMO (alpha / beta) in eV: -6.98 / -8.53
E_LUMO (alpha / beta) in eV: -0.3 / -1.0
Strongest force on any atom in hartree/bohr: 0.013
Electronic energy in eV: -119737.95650
Expectation value of S²: 2.008
Frontier orbital gap (alpha / beta) in eV: 6.71 / 7.53
Multiplicity: 3



Density functional theory data (ωB97M-V/def2-TZVPD) for a molecular structure, C30H43BF4N3O6PSSc.

Geometry as XYZ:
```
90
Properties=species:S:1:pos:R:3:mulliken_charge:R:1
Sc 1.162 -0.386 -2.149 -0.16
O 1.453 -4.352 -0.289 -0.86
C 1.131 -3.274 -0.816 0.14
N 1.865 -2.192 -1.026 0.40
C 3.263 -2.300 -0.655 -1.06
C 4.108 -1.702 -1.744 0.72
C 5.289 -2.263 -2.198 -1.01
C 5.988 -1.616 -3.206 -0.31
C 5.497 -0.428 -3.722 -1.05
C 4.305 0.058 -3.220 -0.15
N 3.630 -0.567 -2.259 0.55
C -0.302 -3.122 -1.277 0.47
C -1.158 -4.206 -1.244 -0.62
C -2.456 -4.040 -1.695 -0.84
C -2.854 -2.801 -2.166 -1.30
C -1.933 -1.774 -2.164 -0.30
N -0.688 -1.915 -1.708 1.32
H 3.460 -1.719 0.257 0.20
H 3.553 -3.328 -0.450 0.45
H 5.636 -3.198 -1.775 0.46
H 6.905 -2.044 -3.593 0.38
H 6.006 0.103 -4.515 0.40
H 3.859 0.971 -3.593 0.52
H -0.770 -5.145 -0.878 0.59
H -3.146 -4.877 -1.701 0.41
H -3.845 -2.631 -2.566 0.52
H -2.177 -0.800 -2.578 0.77
F 1.949 1.572 -2.213 -0.34
B 2.658 2.588 -1.407 0.22
F 1.684 3.497 -0.981 -0.37
F 3.279 1.946 -0.336 -0.43
F 3.578 3.172 -2.271 -0.37
O 0.730 0.056 -5.785 -0.69
S 0.291 -0.680 -4.634 1.09
O -0.741 -1.662 -4.867 -0.74
O -0.153 0.286 -3.511 -0.52
O 1.476 -1.318 -3.895 -0.55
O 0.463 0.399 -0.241 1.30
P -0.639 0.599 0.780 -0.71
C -1.134 -0.971 1.505 1.55
C 0.062 -1.791 2.019 -0.96
C -0.393 -3.198 2.415 -0.39
C -1.650 -3.185 3.320 -0.97
C -2.002 -1.770 3.774 -1.08
C -2.272 -0.873 2.566 -0.70
C -0.103 1.711 2.100 1.32
C 1.354 1.346 2.518 -0.63
C 2.084 2.533 3.166 -1.01
C 1.115 3.396 3.965 -0.75
C 0.086 4.051 3.025 -0.97
C -0.156 3.215 1.756 -0.42
C -2.114 1.209 -0.056 0.25
C -3.263 1.710 0.862 -0.76
C -4.163 2.711 0.122 -0.88
C -4.309 2.297 -1.339 -0.66
C -2.975 2.484 -2.074 -1.02
C -1.757 2.215 -1.170 -0.36
H -1.519 -1.495 0.624 -0.43
H 0.516 -1.290 2.876 0.27
H 0.828 -1.847 1.247 -0.35
H 0.433 -3.703 2.916 0.62
H -0.573 -3.774 1.505 -0.14
H -1.508 -3.838 4.184 0.43
H -2.509 -3.590 2.774 0.40
H -1.180 -1.355 4.369 0.33
H -2.878 -1.773 4.425 0.51
H -2.442 0.152 2.896 0.36
H -3.211 -1.197 2.107 0.22
H -0.786 1.536 2.941 0.96
H 1.913 1.030 1.639 -0.20
H 1.337 0.507 3.216 0.24
H 2.565 3.134 2.388 0.30
H 2.887 2.158 3.802 0.55
H 1.643 4.158 4.542 0.46
H 0.602 2.761 4.698 0.29
H 0.436 5.042 2.725 0.47
H -0.860 4.203 3.556 0.32
H 0.610 3.422 1.011 0.18
H -1.105 3.509 1.310 -0.07
H -2.463 0.300 -0.565 0.36
H -2.883 2.160 1.779 0.21
H -3.868 0.859 1.173 0.36
H -3.727 3.717 0.170 0.37
H -5.131 2.769 0.625 0.52
H -5.099 2.862 -1.837 0.48
H -4.616 1.244 -1.375 0.27
H -2.912 3.513 -2.437 0.47
H -2.928 1.848 -2.961 0.23
H -1.393 3.145 -0.733 0.48
H -0.938 1.841 -1.774 -0.52
```

Calculated values
E_HOMO in eV: -6.01
E_LUMO in eV: 2.2
Strongest force on any atom in hartree/bohr: 0.041
Electronic energy in eV: -100952.89620
Total charge: -1
Frontier orbital gap in eV: 8.22



Density functional theory data (ωB97M-V/def2-TZVPD) for a molecular structure, C30H43BeBrN2P2.

Geometry as XYZ:
```
79
Properties=species:S:1:pos:R:3:mulliken_charge:R:1
C -0.678 6.855 -3.354 -0.47
C -0.837 5.494 -3.638 0.23
C -1.160 5.099 -4.954 -0.24
C -1.233 6.089 -5.950 -0.37
N -1.028 7.371 -5.638 -0.54
C -0.767 7.786 -4.397 -0.33
C -0.646 4.571 -2.540 0.81
C -0.932 3.676 -1.780 -0.72
C -0.889 2.658 -0.892 0.18
C 0.314 2.385 -0.305 -2.01
C 0.621 1.063 0.005 4.55
C -0.513 0.041 -0.214 -1.36
C -1.789 0.598 -0.392 -0.36
C -2.009 1.839 -0.937 -1.52
Be 0.399 0.870 1.544 -0.50
P 2.154 -1.025 1.613 0.84
H -1.347 4.046 -5.165 0.41
H -0.495 7.142 -2.317 0.39
H -1.460 5.800 -6.983 0.35
H -0.619 8.847 -4.167 0.35
H -2.989 2.095 -1.357 0.56
H 1.032 3.178 -0.272 0.71
H -2.705 0.046 -0.141 1.07
H 1.728 0.875 0.381 -1.42
C 2.212 -2.576 2.618 -0.72
C 2.943 -3.752 1.976 -1.39
H 1.171 -2.843 2.866 0.46
H 2.701 -2.276 3.561 0.60
H 3.097 -4.519 2.741 0.41
H 2.364 -4.218 1.167 0.27
H 3.927 -3.469 1.586 0.32
C 2.273 -1.597 -0.125 1.34
C 2.956 -0.664 -1.107 -1.39
H 1.233 -1.688 -0.439 -1.91
H 2.713 -2.598 -0.134 0.64
H 2.698 -0.985 -2.127 0.47
H 2.619 0.374 -1.012 0.36
H 4.047 -0.697 -1.003 0.38
C 3.712 -0.158 1.959 -0.47
C 4.982 -0.997 1.779 -1.49
H 3.644 0.207 3.000 0.48
H 3.755 0.729 1.304 0.36
H 5.848 -0.335 1.933 0.43
H 5.041 -1.809 2.519 0.35
H 5.067 -1.427 0.768 0.32
Br -0.916 -1.600 1.099 -0.27
P -2.056 -2.836 -0.676 -0.24
C -0.347 -3.469 -0.958 0.52
C -0.160 -4.942 -1.334 -1.53
H 0.176 -3.304 0.005 -0.16
H 0.207 -2.825 -1.663 0.46
H 0.896 -5.141 -1.587 0.41
H -0.451 -5.610 -0.500 0.34
H -0.794 -5.159 -2.217 0.41
C -3.362 -3.281 0.587 -0.31
C -4.658 -3.967 0.171 -1.36
H -3.585 -2.354 1.119 0.43
H -2.868 -3.883 1.352 0.51
H -5.252 -4.242 1.050 0.40
H -5.297 -3.327 -0.441 0.35
H -4.463 -4.884 -0.392 0.36
C -2.538 -1.496 -1.856 0.32
C -2.887 -1.724 -3.308 -1.52
H -1.676 -0.824 -1.866 0.10
H -3.353 -0.936 -1.374 0.56
H -3.246 -0.793 -3.757 0.41
H -2.005 -2.036 -3.875 0.35
H -3.668 -2.479 -3.382 0.39
C -0.258 2.276 5.764 -0.11
C 0.961 2.400 5.084 -1.07
C 1.119 1.805 3.838 0.25
N 0.098 1.151 3.212 0.09
C -1.034 0.894 3.942 0.24
C -1.258 1.486 5.186 -0.83
H -0.416 2.776 6.726 0.43
H 1.798 2.940 5.516 0.42
H 2.088 1.801 3.328 0.42
H -1.746 0.173 3.518 0.39
H -2.203 1.308 5.709 0.42
```

Calculated values
E_HOMO (alpha / beta) in eV: -12.08 / -12.15
E_LUMO (alpha / beta) in eV: -6.0 / -6.4
Strongest force on any atom in hartree/bohr: 0.108
Electronic energy in eV: -123786.94311
Total charge: +2
Frontier orbital gap (alpha / beta) in eV: 6.11 / 5.78